[1]
C4H7N3 in the gas phase at a distorted geometry. Source: the OMol25 dataset; level of theory: the ωB97M-V functional and the def2-TZVPD basis.

As for the SMILES: [H]/N=C(\C#N)NCC. The value obtained for the largest force on an atom is 1.2 eV Å⁻¹. The HOMO-LUMO gap comes out at 10.48 eV. The calculation puts the HOMO energy at -9.8 eV. The charge is 0. For the energy above the lowest of the compared OMol25 structures with the same formula, charge and spin, the calculation gives 66.2 kJ/mol. The spin multiplicity is 1.

Element x y z (Å)
N (1.211, -3.420, -0.598)
N (0.346, -0.250, 0.330)
N (-1.540, -1.616, 0.490)
C (0.534, 2.063, -0.406)
C (-0.288, -1.471, 0.315)
C (-0.406, 0.971, 0.093)
C (0.584, -2.567, -0.128)
H (-1.142, 0.725, -0.677)
H (1.180, 1.663, -1.194)
H (1.166, -0.177, 0.914)
H (1.177, 2.450, 0.394)
H (-0.033, 2.904, -0.818)
H (-1.818, -2.580, 0.315)
H (-0.972, 1.305, 0.972)

The molecule's Löwdin atomic charges, reported in e, are given here: N 0.154; N -0.001; N 0.163; C -0.096; C -0.466; C -0.264; C -0.140; H 0.114; H 0.075; H 0.140; H 0.071; H 0.074; H 0.064; H 0.113

[2]
2 unconnected molecules or ions with the total composition C3H10NOS at a distorted geometry. Source: the OMol25 dataset; level of theory: the ωB97M-V functional and the def2-TZVPD basis.

The value obtained for the largest force on an atom is 3.4 eV Å⁻¹. The HOMO-LUMO gap comes out at 6.49 eV. The calculation puts the HOMO energy at -2.6 eV. The charge is -1. For the energy above the lowest of the compared OMol25 structures with the same formula, charge and spin, the calculation gives 147.0 kJ/mol. The spin multiplicity is 1.

Element x y z (Å)
S (-1.325, 1.135, -0.628)
O (-0.913, -2.001, -2.303)
N (1.225, -0.285, 2.891)
C (0.674, -0.596, 0.193)
C (0.394, 0.589, -0.863)
C (1.126, 0.296, 1.478)
H (-0.612, -1.103, -2.344)
H (0.374, -0.321, 3.427)
H (1.827, 0.301, 3.457)
H (0.527, 0.332, -1.927)
H (-0.547, -1.987, -1.437)
H (1.563, -1.216, -0.068)
H (0.548, 1.232, 1.430)
H (-0.208, -1.185, 0.357)
H (1.115, 1.454, -0.712)
H (2.179, 0.603, 1.203)

The molecule's Löwdin atomic charges, reported in e, are given here: S 0.125; O -0.069; N -0.040; C -0.282; C -0.791; C -0.285; H -0.033; H 0.031; H 0.028; H 0.011; H -0.028; H 0.087; H 0.054; H 0.047; H 0.045; H 0.099

[3]
2 unconnected molecules or ions with the total composition C9H14O at a distorted geometry. Source: the OMol25 dataset; level of theory: the ωB97M-V functional and the def2-TZVPD basis.

As for the SMILES: Cc1ccc(O)cc1.CC. The value obtained for the largest force on an atom is 2.6 eV Å⁻¹. The HOMO-LUMO gap comes out at 9.37 eV. The calculation puts the HOMO energy at -8.5 eV. The charge is 0. For the energy above the lowest of the compared OMol25 structures with the same formula, charge and spin, the calculation gives 78.7 kJ/mol. The spin multiplicity is 1.

Element x y z (Å)
O (-2.107, -1.917, -2.644)
C (1.849, 0.953, 0.150)
C (-1.128, -1.169, -1.978)
C (-1.402, 0.132, -1.543)
C (0.731, 0.081, -0.429)
C (1.313, 1.289, 3.871)
C (-0.020, 2.071, 3.680)
C (-0.470, 0.761, -0.722)
C (0.921, -1.235, -0.752)
C (-0.063, -1.904, -1.491)
H (-2.351, 0.595, -1.779)
H (1.672, -1.847, -0.265)
H (0.074, -2.953, -1.694)
H (1.182, 0.340, 3.355)
H (2.161, 1.809, 3.432)
H (1.905, 1.903, -0.373)
H (1.485, 1.143, 4.932)
H (-2.959, -1.627, -2.299)
H (2.736, 0.338, -0.014)
H (-0.338, 2.520, 4.625)
H (-0.603, 1.733, -0.276)
H (-0.798, 1.413, 3.311)
H (0.131, 2.960, 3.069)
H (1.804, 1.186, 1.214)

The molecule's Löwdin atomic charges, reported in e, are given here: O 0.010; C -0.039; C -0.306; C -0.020; C -0.282; C -0.167; C -0.162; C -0.039; C -0.054; C -0.012; H 0.111; H 0.115; H 0.115; H 0.053; H 0.052; H 0.078; H 0.056; H 0.095; H 0.075; H 0.055; H 0.109; H 0.056; H 0.055; H 0.044

[4]
A gas-phase ion, C3H7ClNS (charge +1) at a distorted geometry. Source: the OMol25 dataset; level of theory: the ωB97M-V functional and the def2-TZVPD basis.

As for the SMILES: [NH3+]C1(SCl)CC1. The value obtained for the largest force on an atom is 3.9 eV Å⁻¹. The HOMO-LUMO gap comes out at 9.38 eV. The calculation puts the HOMO energy at -13.6 eV. The charge is +1. For the energy above the lowest of the compared OMol25 structures with the same formula, charge and spin, the calculation gives 119.5 kJ/mol. The spin multiplicity is 1.

Element x y z (Å)
Cl (3.389, 0.203, -1.077)
S (2.189, -1.464, -0.943)
N (0.235, 0.704, -1.137)
C (0.276, -0.020, 1.179)
C (-0.613, -1.073, 0.485)
C (0.541, -0.394, -0.207)
H (-0.368, -2.068, 0.860)
H (-1.659, -0.975, 0.209)
H (-0.124, 1.006, 1.075)
H (-0.212, 1.549, -0.678)
H (1.016, 1.176, -1.625)
H (0.712, -0.298, 2.255)
H (-0.305, 0.293, -1.878)

The molecule's Löwdin atomic charges, reported in e, are given here: Cl 0.133; S 0.470; N 0.171; C -0.091; C -0.062; C -0.647; H 0.119; H 0.119; H 0.105; H 0.200; H 0.129; H 0.187; H 0.166

[5]
C5H6Br2O3 in the gas phase at a distorted geometry. Source: the OMol25 dataset; level of theory: the ωB97M-V functional and the def2-TZVPD basis.

The value obtained for the largest force on an atom is 3.6 eV Å⁻¹. The HOMO-LUMO gap (alpha / beta) comes out at 8.61 / 5.35 eV. The calculation puts the HOMO energy (alpha / beta) at -8.7 / -7.4 eV. The charge is 0. For the energy above the lowest of the compared OMol25 structures with the same formula, charge and spin, the calculation gives 80.3 kJ/mol. The spin multiplicity is 1.

Element x y z (Å)
Br (4.036, -0.400, 0.471)
Br (2.266, 2.166, -0.544)
O (1.414, -1.871, -0.574)
O (-0.657, 0.474, 2.233)
O (0.335, -0.006, -1.315)
C (2.423, 0.257, -0.322)
C (1.403, -0.621, -0.663)
C (-1.997, -0.384, -0.762)
C (-0.655, 0.350, -0.271)
C (-0.285, -0.092, 1.092)
H (-1.702, -1.271, -1.310)
H (0.373, -0.992, 1.198)
H (-1.156, 1.323, 2.066)
H (-2.723, 0.348, -1.229)
H (-0.612, 1.473, -0.294)
H (-2.463, -0.755, 0.224)

The molecule's Löwdin atomic charges, reported in e, are given here: Br 0.711; Br 0.715; O 0.035; O 0.081; O -0.088; C -0.992; C -0.731; C 0.005; C -0.320; C -0.120; H 0.080; H 0.146; H 0.156; H 0.091; H 0.135; H 0.096

[6]
A molecular structure, C31H32Cl2N2O3S at a distorted geometry. Source: the OMol25 dataset; level of theory: the ωB97M-V functional and the def2-TZVPD basis.

The value obtained for the largest force on an atom is 5.1 eV Å⁻¹. The HOMO-LUMO gap comes out at 5.74 eV. The calculation puts the HOMO energy at -6.5 eV. The charge is 0. The spin multiplicity is 1.

Element x y z (Å)
Cl (-9.671, 2.454, 0.273)
Cl (-1.185, 3.457, 0.011)
S (-3.520, 1.966, -0.937)
O (-3.358, 0.575, -1.312)
O (3.249, -1.605, -4.282)
O (-3.436, 2.990, -1.945)
N (3.569, -1.108, -2.038)
N (1.572, -0.175, -1.532)
C (-1.144, 2.666, 3.058)
C (-5.796, 3.441, -0.072)
C (1.076, -4.919, -0.403)
C (4.889, -1.686, -1.987)
C (4.582, 0.063, 0.739)
C (0.112, -3.953, -0.090)
C (-0.459, 1.522, 2.553)
C (0.545, 0.956, 3.379)
C (3.682, 0.672, -0.335)
C (-0.722, 3.327, 4.197)
C (1.469, -0.597, -2.929)
C (2.857, -1.156, -3.206)
C (-7.955, 2.369, 0.257)
C (2.775, -1.555, 0.263)
C (-0.634, 1.043, 1.203)
C (-5.183, 2.185, -0.208)
C (-0.156, -2.916, -0.988)
C (-5.937, 1.038, 0.045)
C (-7.182, 3.536, 0.157)
C (1.787, -4.829, -1.605)
C (0.371, -1.634, -3.107)
C (0.365, 2.820, 4.924)
C (1.535, -3.775, -2.484)
C (0.959, 1.607, 4.544)
C (0.478, 0.289, -0.895)
C (0.449, 0.604, 0.466)
C (0.584, -2.797, -2.170)
C (-2.327, 2.187, 0.374)
C (4.058, -1.361, 1.054)
C (-7.318, 1.122, 0.257)
C (2.861, -0.539, -0.899)
H (3.888, -1.483, 2.129)
H (-5.220, 4.354, -0.205)
H (5.624, 0.021, 0.399)
H (-0.945, -2.187, -0.776)
H (-7.909, 0.214, 0.361)
H (1.321, 0.284, -3.583)
H (1.894, -1.326, 0.867)
H (-0.407, 0.445, -1.526)
H (-1.771, 1.096, 0.652)
H (-5.477, 0.055, -0.003)
H (5.249, -1.761, -3.021)
H (4.802, -2.115, 0.769)
H (1.263, -5.752, 0.279)
H (-2.975, 2.522, 1.195)
H (-0.450, -4.013, 0.847)
H (-1.969, 3.087, 2.493)
H (4.244, 1.150, -1.150)
H (2.985, 1.403, 0.090)
H (-7.701, 4.495, 0.190)
H (1.773, 1.183, 5.140)
H (1.414, 0.528, 0.979)
H (2.640, -2.558, -0.151)
H (4.576, 0.681, 1.646)
H (0.994, 0.001, 3.090)
H (4.862, -2.701, -1.558)
H (5.562, -1.058, -1.394)
H (0.716, 3.353, 5.806)
H (-0.599, -1.169, -2.922)
H (2.526, -5.588, -1.877)
H (2.063, -3.715, -3.441)
H (0.425, -1.975, -4.146)
H (-1.240, 4.245, 4.489)

The molecule's Löwdin atomic charges, reported in e, are given here: Cl 0.688; Cl 0.694; S 0.628; O -0.340; O 0.061; O -0.342; N -0.006; N 0.037; C -0.066; C -0.043; C -0.094; C 0.002; C -0.174; C -0.080; C -0.203; C -0.042; C -0.079; C -0.079; C -0.157; C -0.401; C -0.680; C -0.091; C -0.121; C -0.265; C -0.038; C -0.056; C -0.087; C -0.081; C -0.074; C -0.095; C -0.041; C -0.085; C -0.006; C -0.098; C -0.219; C -0.733; C -0.163; C -0.092; C -0.334; H 0.109; H 0.120; H 0.098; H 0.119; H 0.108; H 0.176; H 0.102; H 0.146; H 0.010; H 0.113; H 0.102; H 0.101; H 0.103; H 0.050; H 0.108; H 0.061; H 0.128; H 0.109; H 0.108; H 0.103; H 0.085; H 0.105; H 0.110; H 0.106; H 0.103; H 0.086; H 0.098; H 0.117; H 0.107; H 0.119; H 0.136; H 0.109

We obtain E values of -320.85810, -648.47558, -426.54282, -1031.29581, -5567.71692, -2854.11186 a.u. for the records listed above, in that order.